Record 1
Formula: CClO2S
Source: the Open Molecules 2025 dataset
Level of theory: ωB97M-V/def2-TZVPD

As for the energy above the lowest of the compared OMol25 structures with the same formula, charge and spin: 2.603 eV. Its charge is -1. The frontier orbital gap is 6.946 eV.

The geometry in XYZ format:
```
5
Properties=species:S:1:pos:R:3:lowdin_charge:R:1
Cl 1.9608 1.0466 -0.5679 0.26
O 1.3109 -0.0135 0.4993 -0.99
C -0.9432 -0.4490 0.1092 -0.87
S -1.2270 0.8836 -0.7330 0.58
O -1.1014 -1.4677 0.6923 0.02
```

Record 2
Formula: CH2O4S2
Source: the Open Molecules 2025 dataset
Level of theory: ωB97M-V/def2-TZVPD

As for the energy above the lowest of the compared OMol25 structures with the same formula, charge and spin: 1.153 eV. Its multiplicity is 3. The frontier orbital gap (spin up / spin down) is 8.479 / 5.564 eV.

The geometry in XYZ format:
```
9
Properties=species:S:1:pos:R:3:lowdin_charge:R:1
O -1.9893 -0.0781 -1.0683 -0.31
O 2.2731 1.1181 -0.9482 -0.45
O -3.1647 -0.5275 1.0462 -0.30
H -0.5334 -1.9859 1.4407 -0.01
H 0.0317 -1.4817 -0.0555 0.05
C -0.8666 -1.7375 0.5278 -0.17
S 3.0163 2.3084 -1.2039 0.83
S -1.9984 -0.6578 0.2367 0.73
O 3.2312 3.0420 0.0246 -0.38
```